No. 1
C8H28N2OP2Sr as an isolated structure in a non-equilibrium geometry. Source: the OMol25 dataset; level of theory: ωB97M-V/def2-TZVPD.

Each line ends with the Löwdin charge.
Cartesian coordinates (Å):
Sr (-1.343919, 0.002417, -0.099109)  0.58
H (-3.761681, -0.447990, -0.478398)  0.05
H (-3.803375, 0.316625, -0.481036)  0.05
P (0.302477, -2.469789, -0.306278)  0.62
P (0.307162, 2.460467, -0.235455)  0.61
C (0.419061, 3.494677, 1.272989)  -0.32
H (0.558025, 4.562930, 1.037148)  0.04
H (-0.502958, 3.378055, 1.864886)  0.03
H (1.256990, 3.141327, 1.890162)  0.03
C (1.630691, 3.155288, -1.275852)  -0.30
H (1.497577, 2.735682, -2.283563)  0.03
H (1.615849, 4.254985, -1.313024)  0.04
H (2.589946, 2.799041, -0.874780)  0.04
C (-1.147627, 3.334045, -0.978668)  -0.35
H (-2.043037, 3.226327, -0.341957)  0.02
H (-0.931747, 4.407417, -1.101451)  0.03
H (-1.377018, 2.896582, -1.962889)  0.03
C (1.736210, -3.139384, -1.204541)  -0.30
H (1.714240, -4.234883, -1.295157)  0.04
H (1.731173, -2.673790, -2.200354)  0.03
H (2.646519, -2.819780, -0.678235)  0.04
C (0.238509, -3.535620, 1.185962)  -0.32
H (-0.734359, -3.402160, 1.687407)  0.03
H (0.375322, -4.603951, 0.948049)  0.04
H (1.021508, -3.211197, 1.887087)  0.03
C (-1.071210, -3.285942, -1.227443)  -0.35
H (-1.188136, -2.797288, -2.205788)  0.02
H (-0.853336, -4.354554, -1.371443)  0.03
H (-2.023850, -3.187995, -0.679860)  0.02
H (0.199631, -0.021452, -1.940018)  -0.19
H (0.894435, 0.094550, 0.385877)  -0.21
C (-2.750585, -0.301663, 4.678043)  -0.06
N (-1.335914, -0.009782, 4.604402)  0.02
C (-0.654054, 0.075518, 3.453060)  -0.58
N (0.674380, 0.369845, 3.512792)  0.17
O (-1.204125, -0.092550, 2.319191)  -0.24
H (-3.156568, -0.430716, 3.668342)  0.08
H (-3.276064, 0.497812, 5.199903)  0.08
H (-2.927287, -1.195701, 5.276145)  0.08
H (-0.791759, 0.151664, 5.442111)  0.14
H (1.193574, 0.316440, 2.642205)  0.04
H (1.159328, 0.467993, 4.388337)  0.10

Cartesian forces, eV/Å:
Sr 2.99 0.05 -0.22
H -0.41 0.82 -0.07
H -0.28 -0.85 -0.05
P -1.13 0.06 0.19
P -1.41 0.13 -0.05
C 0.23 0.25 0.31
H -0.01 -0.27 0.13
H 0.27 0.01 -0.18
H -0.18 0.16 -0.10
C 0.23 -0.36 -0.10
H 0.13 0.13 0.28
H -0.04 -0.30 0.08
H -0.17 0.15 -0.22
C -0.01 0.66 -0.36
H 0.29 0.07 -0.07
H -0.35 -0.09 -0.10
H 0.13 0.15 0.22
C 0.24 0.33 -0.11
H -0.05 0.26 0.07
H 0.09 -0.14 0.26
H -0.18 -0.12 -0.21
C 0.21 -0.33 0.28
H 0.31 -0.03 -0.17
H -0.02 0.26 0.16
H -0.20 -0.15 -0.14
C 0.03 -0.48 -0.38
H 0.07 -0.16 0.21
H -0.31 0.10 -0.11
H 0.26 -0.08 -0.05
H -0.71 0.03 -0.16
H 0.62 -0.16 0.82
C -0.17 0.01 0.33
N 0.28 0.06 0.30
C 0.46 0.00 -2.41
N -0.78 -0.13 0.34
O -0.05 0.17 2.04
H 0.25 0.06 0.36
H -0.07 0.19 -0.22
H 0.04 -0.21 -0.21
H -0.45 -0.12 -0.07
H -0.09 -0.04 -0.51
H -0.04 -0.06 -0.10

Properties
**2S+1**: 1
**Energy above the lowest of the compared OMol25 structures with the same formula, charge and spin**: 0.000 eV

---

No. 2
C8H29AsF6NO8 as an isolated structure in a non-equilibrium geometry. Source: the OMol25 dataset; level of theory: ωB97M-V/def2-TZVPD.

Each line ends with the Löwdin charge.
Cartesian coordinates (Å):
As (1.635311, -0.405694, 1.807938)  0.81
F (3.183778, -1.234775, 1.527692)  -0.27
F (1.086299, -1.199786, 0.344798)  -0.25
F (0.027625, 0.210030, 1.993109)  -0.24
F (2.300210, 0.320473, 3.230570)  -0.23
F (2.195343, 0.960867, 0.831591)  -0.24
F (1.121895, -1.769671, 2.820836)  -0.26
C (0.350671, 2.864955, -4.385614)  -0.08
C (1.531298, 2.933574, -3.431878)  -0.42
C (1.228060, 2.193893, -2.121378)  -0.21
O (-0.083498, 2.421489, -1.660329)  -0.18
C (-0.518295, 1.602058, -0.598386)  -0.12
N (2.661820, 2.307114, -4.130243)  0.01
H (0.003169, 1.858404, -4.639654)  0.08
H (0.489154, 3.294047, -5.379890)  0.07
H (-0.472896, 3.363341, -3.869479)  0.07
H (1.853936, 3.963392, -3.270070)  0.13
H (1.967869, 2.392797, -1.340766)  0.12
H (1.334678, 1.130457, -2.375784)  0.12
H (-0.371016, 1.984061, 0.409759)  0.07
H (-0.179855, 0.573013, -0.707735)  0.06
H (-1.610331, 1.541945, -0.661378)  0.08
H (2.350549, 1.529083, -4.701769)  0.06
H (3.378431, 1.885011, -3.546599)  0.07
C (-3.862670, 1.024850, 2.277057)  -0.25
C (-3.844154, 1.861179, 3.568619)  -0.23
O (-5.202228, 2.088912, 3.942592)  -0.08
O (-4.630199, 1.652386, 1.265787)  -0.07
H (-4.340382, 0.074549, 2.531941)  0.13
H (-2.823146, 0.966213, 1.932491)  0.11
H (-3.315169, 2.811361, 3.420641)  0.12
H (-3.286645, 1.390068, 4.377449)  0.12
H (-5.704533, 2.094417, 3.119355)  0.07
H (-4.684199, 1.054308, 0.517728)  0.09
C (-0.390074, -2.854110, -1.865745)  -0.25
C (0.376930, -4.164748, -1.800992)  -0.24
O (-0.574034, -5.207090, -1.598186)  -0.07
O (-1.224881, -2.803505, -3.021378)  -0.08
H (0.312235, -2.026832, -1.962503)  0.11
H (-1.052830, -2.744743, -1.004318)  0.12
H (1.148701, -4.136825, -1.027829)  0.12
H (0.946875, -4.248778, -2.733467)  0.12
H (-0.313442, -5.697674, -0.816317)  0.08
H (-1.671033, -3.650753, -3.125097)  0.07
O (5.062936, 1.065533, 2.506089)  -0.08
H (4.109002, 1.006178, 2.348741)  -0.02
H (5.219671, 0.450061, 3.227535)  0.03
O (-1.603449, -1.540635, 3.578710)  -0.08
H (-0.660778, -1.323419, 3.662398)  0.00
H (-1.879020, -1.072006, 2.786834)  0.00
O (3.046748, -3.910660, 2.607961)  -0.08
H (2.139707, -3.834682, 2.917723)  0.01
H (3.235849, -3.043646, 2.220852)  -0.01

Cartesian forces, eV/Å:
As 0.82 -1.24 -1.23
F -0.54 0.47 0.32
F -0.01 0.08 0.42
F 0.29 0.61 0.29
F -0.37 0.28 -0.15
F -0.45 -0.65 0.84
F 0.24 0.42 -0.44
C -0.93 0.39 0.16
C 0.50 -0.74 -0.63
C -0.06 -0.65 -0.05
O -0.07 0.64 -0.01
C -1.11 -0.31 -0.22
N 0.65 -0.47 -0.36
H 0.25 -0.26 0.62
H 0.46 0.52 0.29
H -0.18 -0.03 -0.38
H -0.44 0.13 0.21
H 0.08 0.21 -0.02
H -0.05 -0.15 0.11
H 0.82 0.16 -0.09
H 0.41 0.03 0.18
H -0.06 0.11 -0.32
H -0.26 0.11 0.00
H -0.13 0.43 0.39
C 0.95 0.14 0.83
C -0.61 0.40 -1.00
O 0.22 -0.03 0.41
O -0.38 0.61 0.17
H 0.47 -0.25 -0.07
H -0.05 -0.60 0.08
H -0.22 0.08 -0.32
H -0.32 -0.52 -0.08
H 0.02 0.15 0.02
H 0.00 -0.02 -0.03
C -0.14 -0.25 -0.27
C 0.09 0.90 0.16
O 0.34 -0.30 -0.25
O 0.08 0.00 -0.48
H -0.14 0.08 0.24
H 0.45 0.11 0.33
H -0.28 0.04 0.29
H -0.37 -0.47 -0.19
H -0.06 -0.04 -0.01
H 0.03 -0.02 0.21
O -0.03 0.17 0.00
H 0.30 0.00 0.03
H -0.09 -0.05 -0.05
O -0.03 0.05 0.33
H -0.33 -0.19 -0.20
H 0.15 0.01 -0.05
O 0.17 -0.23 -0.05
H 0.02 0.18 -0.03
H -0.12 -0.07 0.07

Properties
**Net charge**: -1
**2S+1**: 1

---

No. 3
C8H29BeN14O10 as an isolated structure in a non-equilibrium geometry. Source: the OMol25 dataset; level of theory: ωB97M-V/def2-TZVPD.

Each line ends with the Löwdin charge.
Cartesian coordinates (Å):
Be (-10.995524, 30.069058, 7.408321)  0.98
O (-11.117417, 34.619300, 6.265421)  0.08
C (-11.571930, 33.380778, 5.900825)  -0.77
O (-12.137247, 33.246431, 4.801874)  -0.02
O (-11.263158, 32.356547, 6.596006)  -0.06
H (-11.768361, 35.112296, 5.736701)  0.11
C (-12.019833, 29.754530, 4.122490)  -0.67
O (-10.939302, 29.824222, 4.720131)  0.01
N (-12.452982, 28.643309, 3.468317)  0.16
N (-12.846771, 30.789035, 3.914258)  0.17
H (-13.404011, 28.585437, 3.165919)  0.09
H (-11.776972, 27.923577, 3.279445)  0.11
H (-12.674912, 31.685055, 4.373562)  0.04
H (-13.702003, 30.766815, 3.391869)  0.11
C (-10.301358, 26.538632, 7.367076)  -0.65
O (-10.526501, 27.655558, 6.916192)  0.02
N (-10.727873, 25.369881, 6.818480)  0.17
N (-9.399371, 26.302679, 8.360443)  0.18
H (-11.485572, 25.431586, 6.157311)  0.11
H (-10.578319, 24.517244, 7.319934)  0.10
H (-9.477038, 25.401013, 8.786478)  0.10
H (-8.993337, 27.121687, 8.778059)  0.06
C (-12.718867, 27.682717, 9.854713)  -0.67
O (-12.232748, 28.427420, 8.998222)  -0.01
N (-13.915021, 27.054382, 9.670204)  0.17
N (-12.238261, 27.584460, 11.091569)  0.19
H (-14.167460, 26.885359, 8.711103)  0.11
H (-14.115673, 26.358935, 10.368268)  0.10
H (-12.567159, 26.848345, 11.692961)  0.11
H (-11.322285, 27.926158, 11.321941)  0.10
C (-8.349699, 28.994697, 9.761090)  -0.67
O (-9.321628, 29.447279, 9.169261)  0.02
N (-8.342990, 28.697234, 11.084742)  0.17
N (-7.233438, 28.517626, 9.155417)  0.17
H (-7.494574, 28.596270, 11.609322)  0.11
H (-9.205027, 28.898209, 11.563515)  0.10
H (-7.071331, 28.746736, 8.190940)  0.10
H (-6.551713, 28.020610, 9.695489)  0.11
C (-12.657640, 31.840580, 9.540369)  -0.64
O (-11.639557, 31.147584, 9.362483)  -0.01
N (-12.713787, 33.168967, 9.534689)  0.20
N (-13.860295, 31.280332, 9.856700)  0.19
H (-13.603582, 33.582402, 9.729593)  0.11
H (-11.872367, 33.715516, 9.616868)  0.13
H (-13.844940, 30.272824, 9.878107)  0.10
H (-14.665264, 31.812103, 10.116351)  0.10
C (-7.919425, 31.663797, 6.842418)  -0.64
O (-8.845448, 30.907749, 6.555418)  0.01
N (-6.725312, 31.327607, 7.399969)  0.17
N (-8.038547, 32.985713, 6.600047)  0.19
H (-6.366678, 30.395099, 7.335245)  0.09
H (-6.089495, 32.103287, 7.427659)  0.10
H (-8.950142, 33.305616, 6.308111)  0.09
H (-7.328973, 33.625996, 6.901769)  0.10
C (-14.595105, 30.130610, 6.387547)  -0.67
O (-13.491137, 29.849533, 6.838973)  0.01
N (-15.621018, 29.267959, 6.337539)  0.18
N (-14.984309, 31.461049, 6.349736)  0.16
H (-15.354663, 28.297480, 6.344751)  0.11
H (-16.509448, 29.615206, 6.027329)  0.11
H (-15.854822, 31.780414, 5.955209)  0.10
H (-14.176518, 31.962083, 5.986857)  0.08

Cartesian forces, eV/Å:
Be 0.10 1.12 -0.11
O -1.15 -0.32 0.07
C 1.07 -4.04 -0.35
O -1.04 1.57 -0.06
O 0.15 1.07 1.25
H 0.69 0.77 0.00
C 0.11 0.44 -0.66
O -0.60 -0.27 0.65
N 0.54 -0.97 0.26
N -0.52 1.15 0.84
H 0.08 -0.20 -0.33
H -0.29 -0.13 0.10
H 0.63 0.19 0.02
H 0.14 -0.53 -0.31
C 1.27 0.38 -0.17
O -0.58 0.40 -0.15
N -1.02 0.38 -0.57
N -0.52 0.35 -0.16
H 0.08 -0.17 0.08
H -0.11 -0.24 -0.17
H 0.57 0.15 0.62
H -0.01 -0.40 0.31
C 0.02 2.01 -2.05
O -0.11 -0.84 0.41
N 0.01 -0.38 0.14
N 0.82 -0.67 1.92
H -0.09 -0.07 0.11
H -0.51 -0.27 -0.37
H -0.01 0.07 0.07
H -0.08 0.20 -0.40
C -0.20 -0.54 -0.51
O 0.07 0.19 0.13
N -0.96 0.18 0.67
N 0.24 0.35 -0.61
H -0.03 0.06 0.09
H 0.32 0.26 0.23
H -0.05 -0.21 0.07
H 0.23 0.00 -0.22
C -0.71 -0.86 0.33
O 0.32 -0.15 -1.18
N 0.62 0.91 -0.06
N 0.88 -0.98 -0.32
H 0.10 0.44 0.07
H -0.08 -0.04 -0.36
H -0.39 0.10 -0.09
H -0.14 -0.09 0.02
C -1.26 0.44 -0.40
O -0.04 -1.28 0.64
N 0.06 0.08 0.27
N -0.07 0.15 -0.05
H 0.05 0.14 -0.18
H 0.59 -0.43 0.10
H 0.05 0.11 0.15
H -0.20 0.28 -0.11
C -0.47 1.69 2.74
O 0.88 -0.76 -0.90
N 0.15 -0.82 -0.53
N 1.26 0.32 -0.87
H -0.53 -0.03 -0.07
H -0.12 -0.55 -0.17
H -0.04 -0.36 -0.23
H -0.20 0.61 0.34

Properties
**Net charge**: +1
**2S+1**: 1
**Energy above the lowest of the compared OMol25 structures with the same formula, charge and spin**: 2.303 eV

---

One value per record, in order, for E: -33187.22012, -103785.10728, -50505.25750 eV.
One value per record, in order, for LUMO: 0.005, 0.090, -0.079 Eh.
One value per record, in order, for HOMO-LUMO gap: 4.982, 9.557, 8.272 eV.